(A)
{"formula": "C4H8ClN3", "method": "ωB97M-V/def2-TZVPD", "elements": ["C", "C", "C", "C", "N", "N", "N", "Cl", "H", "H", "H", "H", "H", "H", "H", "H"], "positions_angstrom": [[0.7111, 1.8466, 0.2558], [-0.4629, 1.1340, 0.8491], [-1.6103, -0.4688, -0.7957], [1.9040, -1.2876, -0.3185], [1.1928, 1.3241, -0.7837], [-0.4606, 0.1002, -0.1224], [0.5456, 0.1919, -0.9846], [2.5188, -1.3718, 1.2929], [1.0492, 2.7756, 0.5835], [-0.2196, 0.8082, 1.8218], [-1.3905, 1.7389, 0.9007], [-2.2798, 0.4350, -0.9937], [-1.2577, -0.8169, -1.6850], [-2.2656, -1.1368, -0.2481], [2.6562, -1.1794, -1.0570], [1.2919, -2.1336, -0.5512]], "spin_multiplicity": 1, "orbital_gap_ev": [7.76, 7.60], "e_lumo_ev": [0.4, 0.2], "total_charge": 0}

---

(B)
{"formula": "C4H8ClN3", "method": "ωB97M-V/def2-TZVPD", "elements": ["H", "N", "C", "N", "N", "C", "C", "C", "Cl", "H", "H", "H", "H", "H", "H", "H"], "positions_angstrom": [[1.5727, 1.4657, -2.5803], [1.6266, 0.6243, -2.0188], [0.9961, 0.7756, -0.9129], [0.2259, 1.9067, -0.5152], [0.8244, -0.3278, -0.0477], [-0.2826, -0.8089, 0.5950], [-1.6005, -0.2047, 0.3862], [-0.1629, -1.9618, 1.3131], [1.2763, -2.8282, 1.5683], [0.3121, 2.0881, 0.5020], [0.4667, 2.7343, -1.0448], [1.5803, -0.9919, -0.1653], [-1.8051, -0.0733, -0.6746], [-2.3741, -0.8191, 0.8366], [-1.6449, 0.7790, 0.8617], [-1.0109, -2.3580, 1.8968]], "spin_multiplicity": 1, "smiles": "[H]/N=C(\\N)N/C(C)=C\\Cl", "orbital_gap_ev": 8.73, "e_lumo_ev": 0.7, "total_charge": 0}

---

Computed energies relative to the best structure, in hartree: (A) 0.1761; (B) 0.0000

---

(A)
{"formula": "C6H16O", "method": "ωB97M-V/def2-TZVPD", "elements": ["C", "C", "C", "O", "H", "H", "H", "H", "H", "H", "H", "H", "C", "C", "C", "H", "H", "H", "H", "H", "H", "H", "H"], "positions_angstrom": [[-1.3448, -0.2152, -2.6479], [0.0425, 0.1372, -2.0005], [0.6792, -1.0593, -1.3167], [0.7995, 0.7487, -3.0572], [-2.1700, -0.1828, -1.9266], [-1.2127, -0.9734, -3.3711], [-1.4971, 0.4952, -3.4748], [-0.0430, 1.0392, -1.3884], [0.4457, -0.8661, -0.2569], [-0.0156, -1.9356, -1.4664], [1.7481, -1.3528, -1.3245], [1.7097, 0.9927, -2.8682], [1.2542, 0.4759, 1.7832], [0.1432, -0.1394, 2.6551], [-1.2181, 0.4537, 2.5773], [0.9691, 0.5736, 0.7419], [1.5025, 1.4764, 2.0691], [2.3230, -0.1155, 1.8590], [0.7144, -0.2947, 3.5260], [0.0780, -1.1071, 2.1662], [-1.9583, 0.0133, 3.3178], [-1.7567, 0.3412, 1.6208], [-1.1930, 1.4950, 2.7827]], "spin_multiplicity": 1, "smiles": "CC(C)O.CCC", "orbital_gap_ev": 10.92, "e_lumo_ev": 0.9, "total_charge": 0}

---

(B)
{"formula": "C6H16O", "method": "ωB97M-V/def2-TZVPD", "elements": ["C", "C", "C", "C", "C", "H", "H", "H", "H", "H", "H", "H", "H", "H", "H", "H", "H", "C", "O", "H", "H", "H", "H"], "positions_angstrom": [[0.5961, -2.3351, -0.2159], [-0.7634, -1.5454, -0.1555], [-0.5709, -0.1352, 0.4683], [-1.7933, 0.5002, 1.0465], [-1.5628, 1.8110, 1.8417], [1.2748, -1.7475, -0.7443], [1.0601, -2.5139, 0.8423], [0.3689, -3.1227, -0.8816], [-1.5111, -2.1558, 0.4379], [-1.1922, -1.4541, -1.1997], [0.1088, -0.4862, 1.3535], [0.0087, 0.6110, -0.1021], [-2.2624, -0.2764, 1.7038], [-2.8184, 0.5036, 0.2296], [-0.9146, 2.6053, 1.3449], [-2.5629, 2.2563, 1.9128], [-1.1548, 1.6365, 2.8958], [2.5037, 1.1775, -1.8872], [1.7280, 0.3697, -1.0693], [3.4691, 1.3594, -1.3672], [2.8300, 0.6743, -2.8072], [2.1660, 2.1795, -2.0642], [0.9926, 0.0880, -1.5828]], "spin_multiplicity": 1, "smiles": "CCCCC.CO", "orbital_gap_ev": 11.02, "e_lumo_ev": 0.9, "total_charge": 0}

---

(C)
{"formula": "C6H16O", "method": "ωB97M-V/def2-TZVPD", "elements": ["C", "C", "C", "C", "C", "C", "H", "H", "H", "H", "H", "H", "H", "H", "H", "H", "H", "H", "H", "H", "O", "H", "H"], "positions_angstrom": [[0.7773, -2.3456, 0.4480], [0.3024, -1.0839, 1.1966], [0.0982, 0.2017, 0.3559], [1.3009, 0.5871, -0.4980], [-0.3062, 1.3047, 1.3250], [-1.1230, 2.4246, 0.6484], [1.6071, -2.0664, -0.1993], [-0.0011, -2.7377, -0.1978], [1.1929, -3.0263, 1.1884], [-0.5949, -1.3743, 1.7564], [0.9566, -0.8051, 2.0331], [-0.6673, -0.0273, -0.3972], [1.6409, -0.3035, -1.0228], [1.0865, 1.3711, -1.2202], [2.2019, 0.8970, 0.0459], [0.5266, 1.7798, 1.8462], [-0.9353, 0.8966, 2.1215], [-0.6596, 2.6814, -0.3064], [-1.1872, 3.3530, 1.2152], [-2.1384, 2.0668, 0.4744], [-1.0960, -1.3347, -3.3966], [-1.6643, -0.5845, -3.2634], [-1.3179, -1.8745, -4.1534]], "spin_multiplicity": 1, "smiles": "CCC(C)CC.O", "orbital_gap_ev": 11.37, "e_lumo_ev": 0.8, "total_charge": 0}

---

Computed energies relative to the best structure, in hartree: (A) 0.0686; (B) 0.0766; (C) 0.0000

---

(A)
{"formula": "C24H26N2O6PPt", "method": "ωB97M-V/def2-TZVPD", "elements": ["Pt", "C", "C", "N", "C", "C", "N", "C", "O", "O", "C", "O", "O", "H", "H", "H", "H", "H", "O", "C", "O", "C", "P", "C", "C", "C", "C", "C", "C", "C", "C", "C", "C", "C", "C", "H", "H", "H", "H", "H", "H", "H", "H", "H", "H", "H", "H", "C", "C", "C", "C", "H", "H", "H", "H", "H", "H", "H", "H", "H"], "positions_angstrom": [[0.3765, -0.8643, 0.3162], [-1.5071, -1.4123, -2.6957], [-1.1193, -2.5891, -1.8750], [-0.5436, -2.5485, -0.6931], [-0.3162, -3.8579, -0.3092], [-0.8132, -4.6948, -1.2642], [-1.3038, -3.8751, -2.2406], [-0.9055, -6.1904, -1.4254], [-0.4013, -6.8639, -0.4862], [-1.3918, -6.5729, -2.4965], [0.3496, -4.1345, 0.9926], [0.6008, -5.3848, 1.2826], [0.6265, -3.1951, 1.7149], [-0.9092, -0.5583, -2.3795], [-2.5614, -1.1643, -2.5596], [-1.3287, -1.6021, -3.7545], [-1.7136, -4.2524, -3.0814], [0.2782, -6.0320, 0.5301], [4.5151, -1.1867, -0.2151], [3.3635, -0.8621, 0.0121], [2.3013, -1.3914, -0.5000], [3.1196, 0.3213, 1.0010], [1.4663, 0.9736, 0.6339], [1.0587, 2.2903, 1.8116], [1.9489, 2.7048, 2.7954], [1.5942, 3.7154, 3.6809], [0.3506, 4.3196, 3.5847], [-0.5438, 3.9129, 2.6010], [-0.1929, 2.9009, 1.7226], [1.6743, 1.9111, -0.9258], [1.8102, 3.2974, -0.9492], [1.9972, 3.9708, -2.1489], [2.0576, 3.2653, -3.3413], [1.9234, 1.8835, -3.3281], [1.7260, 1.2092, -2.1322], [3.9408, 1.0330, 0.9289], [3.0864, -0.1065, 2.0058], [2.9238, 2.2404, 2.8755], [2.2926, 4.0291, 4.4463], [0.0753, 5.1061, 4.2761], [-1.5172, 4.3803, 2.5229], [-0.8857, 2.5788, 0.9544], [1.7683, 3.8669, -0.0286], [2.0963, 5.0493, -2.1480], [2.2085, 3.7888, -4.2772], [1.9712, 1.3230, -4.2533], [1.6216, 0.1325, -2.1185], [-2.8405, 0.8415, -0.2629], [-2.6734, -0.4321, 0.5631], [-3.8549, -0.5848, 1.5224], [-1.3497, -0.4152, 1.3289], [-3.7390, 0.8095, -0.8864], [-1.9738, 1.0104, -0.9058], [-2.9381, 1.7060, 0.4035], [-2.6856, -1.2906, -0.1124], [-3.8670, 0.2401, 2.2423], [-3.7813, -1.5170, 2.0852], [-4.8106, -0.5807, 0.9895], [-1.3585, -1.1921, 2.1062], [-1.2964, 0.5399, 1.8639]], "spin_multiplicity": 1, "orbital_gap_ev": 8.14, "e_lumo_ev": 2.3, "total_charge": -1}

---

(B)
{"formula": "C24H26N2O6PPt", "method": "ωB97M-V/def2-TZVPD", "elements": ["Pt", "C", "C", "N", "C", "C", "N", "C", "O", "O", "C", "O", "O", "H", "H", "H", "H", "H", "O", "C", "O", "C", "P", "C", "C", "C", "C", "C", "C", "C", "C", "C", "C", "C", "C", "H", "H", "H", "H", "H", "H", "H", "H", "H", "H", "H", "H", "C", "C", "C", "C", "H", "H", "H", "H", "H", "H", "H", "H", "H"], "positions_angstrom": [[-0.7883, -0.4065, 1.2856], [-2.6472, 2.4450, 2.5800], [-1.8815, 2.4770, 1.3042], [-0.9747, 1.6323, 0.8115], [-0.4027, 2.2795, -0.2878], [-1.0758, 3.4500, -0.5053], [-1.9713, 3.5577, 0.5195], [-1.0520, 4.5624, -1.4974], [-0.2509, 4.4426, -2.5090], [-1.8063, 5.5037, -1.3125], [0.9688, 2.0327, -0.8872], [1.1233, 2.4376, -2.0761], [1.8419, 1.5896, -0.1393], [-3.6313, 1.9981, 2.4623], [-2.7745, 3.4724, 2.9244], [-2.1005, 1.8839, 3.3325], [-2.5572, 4.3694, 0.6375], [0.3252, 3.5527, -2.3970], [0.1586, -4.3745, 1.8517], [0.0553, -3.2455, 1.4061], [-0.6447, -2.3084, 1.9761], [0.7290, -2.8543, 0.0979], [1.1443, -1.0615, 0.1124], [2.7946, -1.0770, 0.8807], [3.7968, -1.9558, 0.4779], [5.0165, -1.9798, 1.1369], [5.2396, -1.1302, 2.2120], [4.2435, -0.2559, 2.6217], [3.0265, -0.2275, 1.9563], [1.3843, -0.8137, -1.6795], [0.2724, -0.9934, -2.4986], [0.3646, -0.8022, -3.8689], [1.5736, -0.4256, -4.4348], [2.6792, -0.2237, -3.6220], [2.5843, -0.4062, -2.2510], [-0.0086, -3.0118, -0.6936], [1.5775, -3.5058, -0.1036], [3.6263, -2.6232, -0.3588], [5.7908, -2.6651, 0.8149], [6.1903, -1.1520, 2.7305], [4.4153, 0.4087, 3.4591], [2.2471, 0.4636, 2.2503], [-0.6841, -1.2633, -2.0608], [-0.5122, -0.9349, -4.4903], [1.6470, -0.2663, -5.5034], [3.6164, 0.1066, -4.0522], [3.4322, -0.1868, -1.6175], [-3.3938, -2.2490, 0.2043], [-3.7455, -0.9603, 0.9457], [-3.9380, 0.1728, -0.0620], [-2.7222, -0.6365, 2.0468], [-4.1845, -2.5279, -0.4984], [-3.2311, -3.0751, 0.8981], [-2.4677, -2.1149, -0.3626], [-4.7170, -1.1242, 1.4372], [-3.0050, 0.3681, -0.5973], [-4.2471, 1.1048, 0.4196], [-4.7048, -0.0846, -0.7983], [-2.6188, -1.5232, 2.6778], [-3.1262, 0.1354, 2.6938]], "spin_multiplicity": 1, "orbital_gap_ev": 7.87, "e_lumo_ev": 2.4, "total_charge": -1}

---

Computed energies relative to the best structure, in hartree: (A) 0.0000; (B) 0.0251

---

(A)
{"formula": "CH3N2O2", "method": "ωB97M-V/def2-TZVPD", "elements": ["C", "N", "N", "O", "O", "H", "H", "H"], "positions_angstrom": [[-1.1502, 0.0109, -0.2836], [-0.4179, -0.6778, 0.5739], [1.6763, 0.3100, 0.5868], [2.1350, 0.2419, -0.5571], [-1.2682, 1.2389, -0.3386], [-1.6920, -0.6468, -1.0729], [-0.2087, -1.5815, 0.3501], [0.9257, 1.1045, 0.7414]], "spin_multiplicity": 1, "orbital_gap_ev": 8.40, "e_lumo_ev": 4.8, "total_charge": -1}

---

(B)
{"formula": "CH3N2O2", "method": "ωB97M-V/def2-TZVPD", "elements": ["C", "N", "N", "O", "O", "H", "H", "H"], "positions_angstrom": [[0.3179, 0.0899, -1.3461], [-0.5277, -0.7350, 0.4188], [-0.2791, -0.0473, 1.4478], [-0.8898, -0.4911, 2.4573], [0.4066, 0.9736, 1.5273], [0.9126, 0.7864, -0.8641], [-0.5992, 0.1917, -1.8023], [0.6587, -0.7682, -1.8389]], "spin_multiplicity": 1, "orbital_gap_ev": 7.78, "e_lumo_ev": 4.4, "total_charge": -1}

---

Computed energies relative to the best structure, in hartree: (A) 0.0000; (B) 0.1033

---

(A)
{"formula": "C7H14NO3P", "method": "ωB97M-V/def2-TZVPD", "elements": ["C", "C", "O", "P", "O", "O", "C", "C", "C", "N", "C", "C", "H", "H", "H", "H", "H", "H", "H", "H", "H", "H", "H", "H", "H", "H"], "positions_angstrom": [[1.0853, -0.1487, 3.6045], [0.1417, -0.7083, 2.5537], [0.9153, -1.2530, 1.4768], [0.6312, -0.8696, -0.0239], [1.5449, -1.4915, -0.9706], [-0.9314, -1.2194, -0.1645], [-1.5872, -1.0918, -1.4211], [-1.2983, -2.2752, -2.3277], [0.6378, 0.9255, -0.0707], [-0.1586, 2.0038, 0.5326], [0.8368, 2.3148, -0.5091], [0.3631, 2.7536, -1.8744], [1.7934, -0.9130, 3.9140], [1.6373, 0.6953, 3.1998], [0.5165, 0.1828, 4.4686], [-0.5206, 0.0747, 2.1790], [-0.4596, -1.5242, 2.9624], [-2.6548, -1.0345, -1.1838], [-1.2827, -0.1545, -1.9005], [-0.2359, -2.3210, -2.5502], [-1.5888, -3.1961, -1.8286], [-1.8602, -2.1774, -3.2528], [1.7363, 2.8322, -0.1720], [-0.4346, 2.1023, -2.2321], [1.1909, 2.7199, -2.5803], [-0.0178, 3.7732, -1.8291]], "spin_multiplicity": 1, "smiles": "CCOP(=O)(OCC)C1=N[C@@H]1C", "orbital_gap_ev": 9.63, "e_lumo_ev": -0.5, "total_charge": 0}

---

(B)
{"formula": "C7H14NO3P", "method": "ωB97M-V/def2-TZVPD", "elements": ["C", "C", "C", "C", "C", "C", "C", "N", "O", "O", "O", "P", "H", "H", "H", "H", "H", "H", "H", "H", "H", "H", "H", "H", "H", "H"], "positions_angstrom": [[-2.7185, -0.9291, -0.3131], [1.7929, 1.5602, -1.5186], [-2.3104, 1.2992, 0.2393], [0.6605, -1.0428, 1.9668], [2.4762, 0.5110, -0.6014], [-1.6541, -0.0981, 0.5184], [0.6366, -0.8411, 0.4794], [-0.3569, -0.2075, -0.0577], [-2.2792, -1.7866, -1.2462], [-3.8915, -0.6837, -0.2854], [3.0022, -2.0589, 0.0699], [1.9447, -1.3482, -0.6265], [0.8359, 1.6078, -1.1663], [2.3644, 2.3677, -1.2146], [1.8702, 1.1775, -2.5075], [-3.3417, 1.4021, 0.7377], [-1.6227, 2.0622, 0.6873], [-2.2858, 1.4896, -0.7988], [1.5421, -1.5689, 2.0890], [-0.0662, -1.7716, 2.3380], [0.5695, -0.0842, 2.5645], [2.5732, 0.7364, 0.3770], [3.5094, 0.4569, -1.1583], [-1.7059, -0.2421, 1.5211], [-0.1813, -0.0863, -1.0656], [-1.3636, -1.9215, -1.0285]], "spin_multiplicity": 1, "orbital_gap_ev": [7.42, 7.42], "e_lumo_ev": [-0.4, -0.4], "total_charge": 0}

---

Computed energies relative to the best structure, in hartree: (A) 0.0000; (B) 0.0722